#a
DFT (ωB97M-V/def2-TZVPD) results for 2 unconnected molecules or ions with the total composition C4H10NO3.

Output
HOMO-LUMO gap (spin up / spin down) (Ha): 0.0850 / 0.2948
Multiplicity: 2
<S²>: 0.75
HOMO energy (spin up / spin down) (eV): 3.9527 / -1.8609
Net charge: -2

Last column: Mulliken spin population.
CARTESIAN COORDINATES (ANGSTROEM)
1 C 0.605 -0.299 0.577  -0.2281
2 H -0.656 1.175 -0.324  0.0235
3 C -1.882 -0.492 0.198  1.5831
4 H 3.231 -0.201 -2.727  -0.0125
5 N -3.180 0.172 0.134  0.4485
6 H -1.863 -1.159 1.057  0.3278
7 H 3.006 -0.517 -1.250  0.0096
8 H -3.734 -0.203 -0.641  -1.3206
9 C -0.729 0.457 0.490  0.3103
10 C 1.768 0.664 0.854  0.2762
11 H -1.641 -1.078 -0.685  -0.0932
12 O 3.422 -0.886 -2.083  0.0059
13 H -0.952 0.951 1.424  0.1477
14 O 1.680 1.345 1.897  -0.0322
15 O 2.699 0.741 -0.009  -0.0324
16 H 0.760 -0.873 -0.324  -0.1415
17 H -3.089 1.172 -0.020  -0.2529
18 H 0.555 -0.969 1.434  -0.0193

---

#b
DFT (ωB97M-V/def2-TZVPD) results for 2 unconnected molecules or ions with the total composition C4H10NO3.

Output
HOMO-LUMO gap (spin up / spin down) (Ha): 0.2434 / 0.2251
Multiplicity: 2
<S²>: 0.76
HOMO energy (spin up / spin down) (eV): 0.2294 / 0.2239
Net charge: -2

Last column: Mulliken spin population.
CARTESIAN COORDINATES (ANGSTROEM)
1 C 1.368 0.827 0.445  0.0096
2 H -2.018 0.689 -0.979  0.0079
3 C -0.612 -0.865 -0.200  -0.1366
4 H 1.471 -0.818 -0.896  0.0036
5 H 2.137 0.186 0.894  -0.0005
6 O -1.975 1.209 -0.159  0.0225
7 H -1.316 -2.196 -1.508  -0.0009
8 H -0.338 -1.744 0.400  -0.0256
9 H 0.421 0.453 -1.501  0.0114
10 H 1.963 1.564 -0.086  -0.0007
11 N -1.289 -1.176 -1.425  0.8189
12 H 0.684 1.207 1.200  0.0009
13 H 4.816 -0.014 -0.668  0.0001
14 O 3.895 -0.244 -0.483  -0.0006
15 H -2.573 -0.584 0.653  -0.0151
16 C -1.647 0.042 0.709  0.1158
17 O -1.311 0.237 1.952  0.1022
18 C 0.675 -0.132 -0.606  0.0871

---

The calculated energies rank the structures as follows, beginning with the most stable: #a, #b.

---

#a
DFT (ωB97M-V/def2-TZVPD) results for C2H3NOS2 in the gas phase.

Output
HOMO-LUMO gap (Ha): 0.3452
Multiplicity: 1
HOMO energy (eV): -9.0590
Structure (SMILES): O=CS/C=N\S

Last column: Mulliken charge in e.
CARTESIAN COORDINATES (ANGSTROEM)
1 S -0.230 -0.588 2.909  -0.0407
2 H -1.177 0.210 2.361  0.0581
3 H 0.474 -0.034 -2.269  0.2792
4 O -0.512 1.720 -2.535  -0.4176
5 N 0.584 -1.079 1.569  -0.3536
6 C -0.140 0.791 -1.869  0.1016
7 S -0.547 0.692 -0.155  -0.0483
8 H 1.103 -1.090 -0.392  0.2798
9 C 0.445 -0.623 0.381  0.1417

---

#b
DFT (ωB97M-V/def2-TZVPD) results for C2H3NOS2 in the gas phase.

Output
HOMO-LUMO gap (Ha): 0.2975
Multiplicity: 1
HOMO energy (eV): -9.3636
Structure (SMILES): [O-][N+](=S)[C@H]1CS1

Last column: Mulliken charge in e.
CARTESIAN COORDINATES (ANGSTROEM)
1 H -0.274 0.287 -1.507  0.3790
2 C -0.105 0.274 -0.434  -0.0031
3 O 2.019 1.124 -0.548  -0.4583
4 N 1.338 0.169 -0.187  0.4316
5 H -0.722 -0.816 1.371  0.3062
6 S -1.174 1.436 0.455  -0.0896
7 C -1.093 -0.373 0.454  -0.6981
8 H -1.933 -0.887 0.007  0.2725
9 S 1.943 -1.214 0.389  -0.1401

---

#c
DFT (ωB97M-V/def2-TZVPD) results for C2H3NOS2 in the gas phase.

Output
HOMO-LUMO gap (Ha): 0.3206
Multiplicity: 1
HOMO energy (eV): -9.2210
Structure (SMILES): O=CN(S)C=S

Last column: Mulliken charge in e.
CARTESIAN COORDINATES (ANGSTROEM)
1 H -1.639 1.289 0.288  0.2420
2 N -0.106 0.058 0.211  -0.0308
3 C 0.782 -0.722 -0.477  0.1953
4 H 1.101 -0.589 1.955  0.2027
5 S -1.316 1.079 -2.046  -0.2874
6 S -0.040 0.115 1.968  -0.0912
7 O 1.686 -1.290 0.095  -0.5418
8 H 0.566 -0.743 -1.528  0.2529
9 C -1.033 0.803 -0.467  0.0584

---

The calculated energies rank the structures as follows, beginning with the most stable: #c, #a, #b.